# 1
2 unconnected molecules or ions with the total composition C9H12N4O2, computed with wB97M-V/def2-TZVPD.

Summary:
energy above the lowest of the compared OMol25 structures with the same formula, charge and spin: 2.191 eV
net charge: +2
frontier orbital gap (alpha / beta): 7.1772 / 7.1765 eV

The geometry in XYZ format:
```
27
Properties=species:S:1:pos:R:3:nbo_charge:R:1
C -1.5754 2.8057 -1.2349 -0.204
C -2.0291 1.5667 -0.9618 -0.135
C -0.1911 3.2053 -0.9875 0.000
C 0.0990 0.9092 -0.0686 0.030
C -1.2325 0.5434 -0.3763 -0.291
C 0.5603 2.1774 -0.3263 -0.036
C 1.1335 -2.8858 0.6144 0.051
C -1.4525 -0.8217 0.0838 0.183
C 1.6793 -1.6670 0.9224 0.257
N 1.2963 -3.6336 -0.5541 -0.724
N 1.8992 2.3889 0.0482 0.504
N -2.8072 -1.2052 0.4004 -0.790
N 2.6432 -1.1339 1.5354 -0.629
O 2.5289 3.2830 -0.4900 -0.266
O 2.4497 1.6811 0.9183 -0.441
H -2.2159 3.5950 -1.6103 0.267
H -2.9439 1.2674 -1.5706 0.251
H 0.0863 4.3204 -1.0832 0.308
H 0.6406 0.1252 0.2830 0.229
H 0.1528 -2.9831 0.9834 0.252
H 0.7425 -4.4434 -0.7985 0.437
H -3.1375 -1.9980 -0.2488 0.495
H -3.4611 -0.4644 0.4106 0.421
H -2.7845 -1.3998 1.4528 0.485
H 3.2389 -1.6821 2.2404 0.443
H 2.1078 -3.4667 -1.2108 0.433
H 2.5725 -0.0839 1.6286 0.469
```

# 2
7 unconnected molecules or ions with the total composition C18H53N3O7, computed with wB97M-V/def2-TZVPD.

Summary:
energy above the lowest of the compared OMol25 structures with the same formula, charge and spin: 2.930 eV
SMILES: COC[C@H](C)N.COC[C@H](C)N.COC[C@H](C)N.CCO.CCO.CO.CO
net charge: 0
frontier orbital gap: 10.0243 eV

The geometry in XYZ format:
```
81
Properties=species:S:1:pos:R:3:mulliken_charge:R:1
C 4.8388 -3.1651 0.6104 -0.368
O 5.1037 -4.5489 0.6131 -0.538
H 3.9781 -2.8582 0.0161 0.023
H 4.6807 -2.7614 1.6104 0.226
H 5.7354 -2.7054 0.1947 0.354
H 5.9704 -4.7699 0.9620 0.305
C 0.5808 -0.3370 0.5408 0.222
O 1.7902 -1.0189 0.1530 -0.627
H 0.6098 -0.3820 1.6294 0.189
H 0.7194 0.6874 0.1952 -0.474
H -0.3426 -0.7244 0.1102 0.176
H 1.9053 -1.0126 -0.8000 0.502
C -2.0325 -3.1301 0.2156 -1.165
C -2.8993 -1.9053 0.7926 1.250
C -3.6234 -1.0400 -0.2418 -1.243
O -2.8537 -0.4457 -1.2716 0.112
C -3.5770 0.3965 -2.1847 -0.941
N -3.8686 -2.6131 1.6195 -0.786
H -1.5108 -3.6619 1.0112 0.310
H -1.3578 -2.7175 -0.5344 0.094
H -2.6586 -3.8777 -0.2715 0.424
H -2.2719 -1.2607 1.4082 -0.272
H -4.1830 -0.2978 0.3275 0.469
H -4.4091 -1.6042 -0.7443 0.376
H -2.9634 0.8783 -2.9459 0.237
H -4.0944 1.1637 -1.6087 0.378
H -4.2923 -0.1112 -2.8319 0.308
H -3.3325 -3.0385 2.3623 0.299
H -4.4820 -2.0266 2.1671 0.284
C 0.8522 0.9999 -2.8616 -1.504
C 0.4690 -0.4838 -3.0615 1.307
C -0.0210 -0.8846 -4.4565 -1.117
O -0.3752 -2.2504 -4.6779 -0.339
C -0.9400 -2.4982 -5.9728 -0.740
N 1.6510 -1.1865 -2.6759 -0.586
H 1.0771 1.1522 -1.8060 0.081
H 0.1305 1.7493 -3.1867 0.526
H 1.7412 1.2648 -3.4340 0.454
H -0.2995 -0.7530 -2.3369 -0.414
H 0.7243 -0.5873 -5.1942 0.419
H -0.8800 -0.2262 -4.5858 0.396
H -0.3140 -2.1479 -6.7935 0.294
H -1.9267 -2.0371 -6.0170 0.304
H -1.1350 -3.5666 -6.0658 0.265
H 2.4340 -0.8627 -3.2257 0.301
H 1.3881 -2.0857 -3.0533 0.284
C -0.5209 5.2755 2.9687 -1.583
C -0.7899 3.8211 3.3902 0.793
C -0.0189 2.7877 2.5731 -0.979
O -0.5316 2.7020 1.2205 -0.318
C -1.8519 2.1440 1.1100 -1.146
N -0.4162 3.7051 4.7722 -0.763
H -1.0731 6.0024 3.5644 0.421
H -0.6955 5.4123 1.9015 0.299
H 0.4930 5.6234 3.1665 0.380
H -1.8561 3.6011 3.3362 0.226
H -0.0869 1.7869 2.9994 0.520
H 1.0358 3.0573 2.5171 0.432
H -2.6007 2.8017 1.5514 0.408
H -1.8731 1.1278 1.5038 0.435
H -2.0490 1.9546 0.0549 0.237
H -0.9152 4.3744 5.3406 0.277
H -0.7877 2.8011 5.0268 0.260
C 1.2864 -3.8294 2.3489 -0.831
C 0.7879 -2.8377 3.3817 0.183
O 0.4358 -3.6410 4.4487 -0.566
H 1.1472 -3.4642 1.3314 0.074
H 0.7651 -4.7790 2.4690 0.366
H 2.3239 -4.0475 2.6021 0.322
H -0.0451 -2.2464 3.0015 -0.201
H 1.5237 -2.1128 3.7299 0.346
H 1.1301 -3.5842 5.1092 0.338
C 2.4358 4.0080 -1.9876 -1.253
C 2.3106 3.6627 -0.4949 0.220
O 1.1966 4.3643 0.0315 -0.618
H 3.3736 3.6071 -2.3722 0.357
H 2.5415 5.0912 -2.0482 0.392
H 1.5774 3.7692 -2.6155 0.230
H 3.1510 4.0139 0.1038 0.338
H 2.1277 2.6012 -0.3278 -0.094
H 0.7327 3.7377 0.5916 0.445
```

# 3
3 unconnected molecules or ions with the total composition C12H26BClN8O5P, computed with wB97M-V/def2-TZVPD.

Summary:
net charge: +1
frontier orbital gap: 6.6594 eV

The geometry in XYZ format:
```
54
Properties=species:S:1:pos:R:3:nbo_charge:R:1
C -2.4525 -5.1109 -0.9248 -0.618
C -1.2502 -4.1042 -1.3118 -0.442
C -1.7230 -2.5989 -1.0074 -0.245
Cl -2.8568 -1.9659 -2.3360 0.005
C -0.5379 -1.5698 -0.7478 0.083
C 0.7152 -1.4005 -1.6859 -0.320
P 0.9228 -2.4346 -3.2461 1.381
O -0.2710 -2.1511 -4.2045 -1.037
C 1.7449 -0.3062 -1.1918 -0.110
B 3.1270 -0.0676 -2.0619 1.139
O 4.3208 0.1011 -1.2573 -0.907
O 3.1754 0.0188 -3.4832 -0.867
N 1.5866 0.4859 -0.0372 -0.160
N 0.4837 0.3026 0.6717 0.040
N 0.3416 1.1433 1.7949 -0.610
C -0.5983 -0.6097 0.4969 0.294
C -1.8202 -0.6224 1.5480 -0.550
C -1.4086 -1.5127 2.8315 0.306
C 0.0857 -1.8462 3.2653 -0.696
N -2.3625 -2.0332 3.5852 -0.575
H -3.3183 -4.9652 -1.6696 0.239
H -2.1110 -6.1946 -0.8740 0.241
H -2.8182 -4.8174 0.1282 0.206
H -0.2473 -4.3852 -0.8533 0.224
H -1.1282 -4.1981 -2.4527 0.238
H -2.3957 -2.6663 -0.0746 0.250
H 0.8601 -3.8590 -2.9805 -0.011
H 2.1406 -2.2005 -3.9565 0.003
H 4.6722 -0.7675 -0.9703 0.514
H 2.2761 0.2212 -3.8240 0.505
H -0.1673 1.9677 1.4089 0.426
H 1.2834 1.5156 2.0305 0.394
H -2.7900 -1.0051 1.0665 0.264
H -2.0678 0.4486 1.9022 0.317
H 0.8270 -0.9966 3.0898 0.220
H 0.5121 -2.7691 2.7245 0.235
H 0.0742 -2.0358 4.4013 0.272
H -3.2837 -1.7763 3.1916 0.333
C -1.8730 3.6532 3.4500 0.789
O -1.6678 2.8904 2.5093 -0.737
N -3.1100 3.8761 3.9497 -0.827
N -0.8801 4.3361 4.0669 -0.828
H -3.2997 4.4948 4.7171 0.400
H -3.8756 3.3862 3.5167 0.412
H 0.0555 4.1973 3.7233 0.404
H -1.0277 4.9636 4.8364 0.402
C 2.5331 4.4835 -2.6792 0.769
O 1.9830 5.3296 -1.9942 -0.652
N 3.0768 4.7607 -3.8895 -0.841
N 2.6480 3.1868 -2.2863 -0.862
H 3.5334 4.0787 -4.4673 0.389
H 3.0113 5.7114 -4.2147 0.416
H 2.2557 2.9443 -1.3914 0.401
H 3.0960 2.4733 -2.8325 0.383
```

# 4
C42H71BN2O5 in the gas phase, computed with wB97M-V/def2-TZVPD.

Summary:
net charge: 0
frontier orbital gap: 8.4101 eV

The geometry in XYZ format:
```
121
Properties=species:S:1:pos:R:3:mulliken_charge:R:1
C 1.2111 -0.8367 -1.0536 0.858
C 1.6365 -0.0042 -2.3333 1.268
C 2.3831 -0.8380 -3.4548 -1.147
C 1.4410 -0.9691 -4.7126 0.464
C 1.0411 -2.4427 -5.1057 -1.225
C 0.6497 -3.3728 -3.8950 0.196
C -0.7644 -4.0368 -4.0145 -1.220
C -1.9681 -3.0165 -4.1141 -0.939
C -1.7126 -1.6211 -3.4245 1.427
C -3.0462 -1.2289 -2.6235 -0.114
C -2.8622 -1.6713 -1.0951 0.938
C -4.1493 -2.3297 -0.4693 -1.162
C -4.9253 -1.3927 0.5450 -0.561
C -5.7235 -0.2338 -0.1517 -1.022
C -4.8636 1.0336 -0.5265 -0.700
C -3.7608 1.4262 0.5146 -0.090
C -2.7688 2.4843 -0.1262 0.446
C -1.9482 3.2091 1.0115 -1.325
C -0.4674 3.4981 0.6427 -0.083
C 0.6589 2.9665 1.4412 0.702
C 0.2970 2.0857 2.6663 -2.088
C -0.1720 0.6177 2.2778 0.596
C 0.7734 -0.4291 3.0013 -0.339
C 0.7430 -0.2863 4.5702 -0.555
C 0.8705 -1.6651 5.3255 -0.939
C 2.2745 -1.8529 6.0204 -0.478
C 2.5396 -3.3753 6.3823 -0.497
C 3.3772 -3.4381 7.7167 -0.523
O 3.4583 -4.7600 8.2772 -0.381
C 4.4524 -5.5162 7.7111 0.690
C 4.2797 -7.0701 7.8105 -0.936
O 5.4446 -5.0946 7.1843 -0.524
C 2.0217 3.2577 1.0713 0.575
C 3.2722 2.6958 1.8446 -1.052
C 3.9369 1.6089 0.8714 0.460
N 3.8893 0.2244 1.4519 -0.479
C 2.3527 4.1131 -0.0730 -0.997
C 1.2719 4.6241 -0.8532 0.284
C -0.1167 4.2992 -0.5010 1.234
C -1.1848 4.8919 -1.4676 -0.087
O -2.2485 5.3109 -1.1017 -0.565
C -0.7325 4.9339 -2.9634 0.639
B -1.7216 4.6203 -4.1939 0.488
O -2.7732 5.4747 -4.5273 -0.626
N -1.5729 3.3971 -5.0423 -0.001
C -1.5116 2.1730 -4.2192 -0.164
C -0.4028 3.4887 -5.9338 -1.101
C 0.5496 5.2425 -3.2851 -0.766
C 1.5429 5.5017 -2.1107 -0.359
O 2.4241 6.3141 -2.1745 -0.555
H 1.6485 -0.3193 -0.1587 -1.062
H 0.1051 -0.8072 -0.9093 -0.799
H 1.5254 -1.9104 -1.0895 0.415
H 0.7151 0.5161 -2.7064 -0.882
H 2.3337 0.8053 -2.0007 0.164
H 2.7040 -1.8400 -3.0620 0.490
H 3.3409 -0.3026 -3.6901 0.347
H 1.9989 -0.5247 -5.5824 0.515
H 0.4937 -0.3868 -4.6256 -0.566
H 0.1658 -2.3811 -5.7974 0.489
H 1.8567 -2.9601 -5.6754 0.341
H 0.7181 -2.8804 -2.8936 -0.243
H 1.3950 -4.2152 -3.8573 0.429
H -1.0061 -4.7743 -3.2155 0.430
H -0.7604 -4.6193 -4.9797 0.325
H -2.3378 -2.8257 -5.1480 0.352
H -2.8291 -3.4863 -3.5637 0.378
H -1.5769 -0.7839 -4.1590 0.095
H -0.9074 -1.6236 -2.6593 -1.200
H -3.9561 -1.7140 -3.0407 0.641
H -3.0758 -0.1097 -2.6573 -0.674
H -2.4354 -0.8289 -0.5047 -1.078
H -2.0711 -2.4735 -1.1101 0.757
H -3.7897 -3.1935 0.1588 0.339
H -4.8335 -2.7930 -1.2267 0.351
H -5.6942 -2.0621 1.0262 0.423
H -4.2629 -1.0623 1.3811 0.228
H -6.1114 -0.6576 -1.1205 0.297
H -6.6391 -0.0017 0.4499 0.388
H -5.5781 1.9037 -0.5641 0.605
H -4.4800 0.9243 -1.5692 0.206
H -3.1164 0.5846 0.8581 -0.392
H -4.2751 1.8577 1.4080 0.492
H -3.4346 3.2489 -0.6111 0.526
H -2.1439 2.0433 -0.9395 -0.516
H -2.0690 2.6378 1.9580 0.487
H -2.4485 4.2005 1.1781 0.383
H -0.5549 2.5748 3.2042 0.545
H 1.1495 2.0939 3.3877 0.914
H -1.2137 0.4901 2.6834 0.325
H -0.2248 0.4477 1.1787 -0.578
H 0.3624 -1.4450 2.7623 0.624
H 1.8054 -0.2734 2.6092 -0.274
H 1.6162 0.3411 4.9020 0.349
H -0.1691 0.2578 4.9272 0.384
H 0.1032 -1.7105 6.1366 0.258
H 0.6828 -2.4966 4.6026 0.372
H 3.0959 -1.4877 5.3469 0.345
H 2.3360 -1.2941 6.9932 0.308
H 1.5841 -3.9303 6.5686 0.315
H 3.1184 -3.9064 5.5904 0.300
H 2.8018 -2.8210 8.4597 0.353
H 4.3627 -2.9236 7.6086 0.298
H 3.2069 -7.3720 7.8512 0.285
H 4.8267 -7.5679 6.9736 0.307
H 4.7408 -7.4243 8.7717 0.258
H 4.0219 3.5149 1.9752 0.477
H 2.9930 2.1939 2.7938 0.172
H 4.9651 1.9142 0.5534 0.368
H 3.3384 1.5567 -0.0778 -0.591
H 4.8590 -0.1082 1.3860 0.340
H 3.4040 -0.3705 0.7718 0.133
H 3.3973 4.3616 -0.3390 0.399
H -3.4539 4.8903 -4.9118 0.342
H -1.9345 2.3534 -3.2004 -0.268
H -2.0851 1.3312 -4.6992 0.512
H -0.4633 1.7693 -4.0922 -0.070
H 0.5218 3.2270 -5.3355 0.295
H -0.2276 4.5211 -6.3342 0.362
H -0.4255 2.7855 -6.7994 0.255
H 0.8944 5.3108 -4.3404 0.436
```

Copy entry 3 word for word.
3 unconnected molecules or ions with the total composition C12H26BClN8O5P, computed with wB97M-V/def2-TZVPD.

Summary:
net charge: +1
frontier orbital gap: 6.6594 eV

The geometry in XYZ format:
```
54
Properties=species:S:1:pos:R:3:nbo_charge:R:1
C -2.4525 -5.1109 -0.9248 -0.618
C -1.2502 -4.1042 -1.3118 -0.442
C -1.7230 -2.5989 -1.0074 -0.245
Cl -2.8568 -1.9659 -2.3360 0.005
C -0.5379 -1.5698 -0.7478 0.083
C 0.7152 -1.4005 -1.6859 -0.320
P 0.9228 -2.4346 -3.2461 1.381
O -0.2710 -2.1511 -4.2045 -1.037
C 1.7449 -0.3062 -1.1918 -0.110
B 3.1270 -0.0676 -2.0619 1.139
O 4.3208 0.1011 -1.2573 -0.907
O 3.1754 0.0188 -3.4832 -0.867
N 1.5866 0.4859 -0.0372 -0.160
N 0.4837 0.3026 0.6717 0.040
N 0.3416 1.1433 1.7949 -0.610
C -0.5983 -0.6097 0.4969 0.294
C -1.8202 -0.6224 1.5480 -0.550
C -1.4086 -1.5127 2.8315 0.306
C 0.0857 -1.8462 3.2653 -0.696
N -2.3625 -2.0332 3.5852 -0.575
H -3.3183 -4.9652 -1.6696 0.239
H -2.1110 -6.1946 -0.8740 0.241
H -2.8182 -4.8174 0.1282 0.206
H -0.2473 -4.3852 -0.8533 0.224
H -1.1282 -4.1981 -2.4527 0.238
H -2.3957 -2.6663 -0.0746 0.250
H 0.8601 -3.8590 -2.9805 -0.011
H 2.1406 -2.2005 -3.9565 0.003
H 4.6722 -0.7675 -0.9703 0.514
H 2.2761 0.2212 -3.8240 0.505
H -0.1673 1.9677 1.4089 0.426
H 1.2834 1.5156 2.0305 0.394
H -2.7900 -1.0051 1.0665 0.264
H -2.0678 0.4486 1.9022 0.317
H 0.8270 -0.9966 3.0898 0.220
H 0.5121 -2.7691 2.7245 0.235
H 0.0742 -2.0358 4.4013 0.272
H -3.2837 -1.7763 3.1916 0.333
C -1.8730 3.6532 3.4500 0.789
O -1.6678 2.8904 2.5093 -0.737
N -3.1100 3.8761 3.9497 -0.827
N -0.8801 4.3361 4.0669 -0.828
H -3.2997 4.4948 4.7171 0.400
H -3.8756 3.3862 3.5167 0.412
H 0.0555 4.1973 3.7233 0.404
H -1.0277 4.9636 4.8364 0.402
C 2.5331 4.4835 -2.6792 0.769
O 1.9830 5.3296 -1.9942 -0.652
N 3.0768 4.7607 -3.8895 -0.841
N 2.6480 3.1868 -2.2863 -0.862
H 3.5334 4.0787 -4.4673 0.389
H 3.0113 5.7114 -4.2147 0.416
H 2.2557 2.9443 -1.3914 0.401
H 3.0960 2.4733 -2.8325 0.383
```

What did the third record say?
3 unconnected molecules or ions with the total composition C12H26BClN8O5P, computed with wB97M-V/def2-TZVPD.

Summary:
net charge: +1
frontier orbital gap: 6.6594 eV

The geometry in XYZ format:
```
54
Properties=species:S:1:pos:R:3:nbo_charge:R:1
C -2.4525 -5.1109 -0.9248 -0.618
C -1.2502 -4.1042 -1.3118 -0.442
C -1.7230 -2.5989 -1.0074 -0.245
Cl -2.8568 -1.9659 -2.3360 0.005
C -0.5379 -1.5698 -0.7478 0.083
C 0.7152 -1.4005 -1.6859 -0.320
P 0.9228 -2.4346 -3.2461 1.381
O -0.2710 -2.1511 -4.2045 -1.037
C 1.7449 -0.3062 -1.1918 -0.110
B 3.1270 -0.0676 -2.0619 1.139
O 4.3208 0.1011 -1.2573 -0.907
O 3.1754 0.0188 -3.4832 -0.867
N 1.5866 0.4859 -0.0372 -0.160
N 0.4837 0.3026 0.6717 0.040
N 0.3416 1.1433 1.7949 -0.610
C -0.5983 -0.6097 0.4969 0.294
C -1.8202 -0.6224 1.5480 -0.550
C -1.4086 -1.5127 2.8315 0.306
C 0.0857 -1.8462 3.2653 -0.696
N -2.3625 -2.0332 3.5852 -0.575
H -3.3183 -4.9652 -1.6696 0.239
H -2.1110 -6.1946 -0.8740 0.241
H -2.8182 -4.8174 0.1282 0.206
H -0.2473 -4.3852 -0.8533 0.224
H -1.1282 -4.1981 -2.4527 0.238
H -2.3957 -2.6663 -0.0746 0.250
H 0.8601 -3.8590 -2.9805 -0.011
H 2.1406 -2.2005 -3.9565 0.003
H 4.6722 -0.7675 -0.9703 0.514
H 2.2761 0.2212 -3.8240 0.505
H -0.1673 1.9677 1.4089 0.426
H 1.2834 1.5156 2.0305 0.394
H -2.7900 -1.0051 1.0665 0.264
H -2.0678 0.4486 1.9022 0.317
H 0.8270 -0.9966 3.0898 0.220
H 0.5121 -2.7691 2.7245 0.235
H 0.0742 -2.0358 4.4013 0.272
H -3.2837 -1.7763 3.1916 0.333
C -1.8730 3.6532 3.4500 0.789
O -1.6678 2.8904 2.5093 -0.737
N -3.1100 3.8761 3.9497 -0.827
N -0.8801 4.3361 4.0669 -0.828
H -3.2997 4.4948 4.7171 0.400
H -3.8756 3.3862 3.5167 0.412
H 0.0555 4.1973 3.7233 0.404
H -1.0277 4.9636 4.8364 0.402
C 2.5331 4.4835 -2.6792 0.769
O 1.9830 5.3296 -1.9942 -0.652
N 3.0768 4.7607 -3.8895 -0.841
N 2.6480 3.1868 -2.2863 -0.862
H 3.5334 4.0787 -4.4673 0.389
H 3.0113 5.7114 -4.2147 0.416
H 2.2557 2.9443 -1.3914 0.401
H 3.0960 2.4733 -2.8325 0.383
```

- Look up the net charge of the first one.
  +2

- net charge of number 1 (C9H12N4O2)?
  +2